Record 1
C4H9MgO4Ru | wB97M-V/def2-TZVPD

XYZ file:
```
19
Properties=species:S:1:pos:R:3:forces:R:3
O 0.925195 -1.460205 2.383321 -0.4 0.3 0.2
Ru -0.230519 -2.852353 1.864007 0.3 -2.5 1.9
O -0.504992 -1.898404 0.154769 0.3 1.0 -0.6
C -1.347799 -1.298087 -0.718649 -0.6 0.1 -1.5
O -1.200027 0.134252 -0.518475 -0.3 -0.2 0.8
C -0.238289 0.810884 -1.329231 1.3 -0.8 -0.9
C 0.206939 2.018331 -0.542073 -0.1 0.4 -0.3
O 0.739665 1.562716 0.703815 -0.2 -1.0 0.0
C 1.262943 2.586719 1.539660 0.2 0.6 0.5
Mg -0.013142 -0.243366 1.296611 0.6 1.1 -0.9
H -2.398291 -1.575754 -0.531658 0.3 0.4 -0.1
H -1.061638 -1.498757 -1.767002 -0.2 -0.1 0.4
H -0.686500 1.131302 -2.279650 0.1 -0.1 0.2
H 0.658873 0.111123 -1.587060 -1.4 1.1 0.6
H -0.645235 2.681056 -0.324282 0.2 -0.1 -0.2
H 0.986127 2.567268 -1.089404 -0.2 -0.1 0.1
H 1.776754 2.098962 2.374708 -0.1 0.1 -0.2
H 1.976556 3.200471 0.973917 -0.2 -0.2 0.2
H 0.439102 3.205292 1.923291 0.3 0.0 -0.1
```
Forces are in eV/Å.

Its net charge is +1. The value obtained for the HOMO energy (alpha / beta) is -10.100 / -14.660 eV. As for the energy relative to the best compared isomer or geometry (same formula, charge and spin): 0.0 kcal per mole. As for the gap between HOMO and LUMO (alpha / beta): 6.322 / 8.824 eV. The calculation puts the LUMO energy (alpha / beta) at -3.778 / -5.836 eV. As for the multiplicity: 7.

Atom charges from the Mulliken analysis, given in e for atoms 1 to 2:
1 O -0.81
2 Ru 0.74

---

Record 2
C4H9N | wB97M-V/def2-TZVPD

XYZ file:
```
14
Properties=species:S:1:pos:R:3:forces:R:3
C -0.390485 -0.679986 -1.868435 -0.1 0.1 -0.3
C -0.061099 0.658066 -2.169484 -0.5 0.4 0.0
H 0.339253 -1.306021 -1.393670 0.0 -0.5 0.2
H -1.420295 -1.017586 -1.987892 0.3 -0.1 0.2
H 0.946879 1.034421 -2.251664 0.3 -0.1 0.0
H -0.794643 1.250281 -2.703381 0.0 0.2 -0.1
C 0.973715 -0.883203 1.672407 0.4 -0.2 0.1
C 0.052949 0.033840 1.935950 -0.3 0.3 0.2
N -0.353896 1.105245 1.158547 -0.5 -0.1 0.4
H 1.531128 -0.901894 0.754058 0.0 0.0 -0.3
H 1.201451 -1.628856 2.422833 0.0 0.0 0.0
H -0.438576 -0.015781 2.901636 -0.1 0.0 0.1
H -1.305159 1.378927 1.379246 0.2 0.1 -0.1
H -0.281221 0.972547 0.149850 0.3 0.0 -0.5
```
Forces are in eV/Å.

Its net charge is -1. The value obtained for the HOMO energy (alpha / beta) is 1.080 / -3.158 eV. As for the energy relative to the best compared isomer or geometry (same formula, charge and spin): 27.4 kcal per mole. As for the gap between HOMO and LUMO (alpha / beta): 3.049 / 7.236 eV. The calculation puts the LUMO energy (alpha / beta) at 4.130 / 4.078 eV. As for the multiplicity: 2.

Atom charges from the Mulliken analysis, given in e for atoms 1 to 2:
1 C -0.54
2 C -0.96

---

Record 3
C4H9N | wB97M-V/def2-TZVPD

XYZ file:
```
14
Properties=species:S:1:pos:R:3:forces:R:3
N 1.988365 -0.648864 -0.485691 0.4 0.1 0.3
C 1.548510 0.466058 0.368510 -0.8 0.0 0.5
C -2.306114 -0.202518 -0.144724 1.3 0.8 -0.4
C -0.801533 -0.206139 -0.396294 -0.1 -0.4 0.5
C 0.040795 0.623879 0.360768 0.5 0.6 -0.8
H 1.411165 -1.430866 -0.178622 -0.1 0.0 -0.3
H 2.948783 -0.885481 -0.225679 -0.2 0.0 -0.1
H 1.796198 0.278491 1.439691 0.5 -0.2 0.1
H 2.086103 1.390287 0.137402 0.0 -0.1 -0.3
H -2.473584 0.271772 0.825370 -0.2 0.0 0.0
H -2.748738 -1.198716 -0.125074 -0.2 0.0 -0.2
H -2.734223 0.450965 -0.925436 -0.7 -0.3 0.2
H -0.481766 -0.519660 -1.394974 -0.1 -0.3 0.1
H -0.273956 1.610794 0.744758 -0.3 -0.2 0.3
```
Forces are in eV/Å.

Its net charge is -1. The value obtained for the HOMO energy (alpha / beta) is 1.177 / -2.222 eV. As for the energy relative to the best compared isomer or geometry (same formula, charge and spin): 27.1 kcal per mole. As for the gap between HOMO and LUMO (alpha / beta): 3.753 / 6.939 eV. The calculation puts the LUMO energy (alpha / beta) at 4.930 / 4.718 eV. As for the multiplicity: 2.

Atom charges from the Mulliken analysis, given in e for atoms 1 to 2:
1 N -0.69
2 C -0.82

---

Record 4
C4H9N | wB97M-V/def2-TZVPD

XYZ file:
```
14
Properties=species:S:1:pos:R:3:forces:R:3
C 2.111185 0.200120 0.106137 1.7 0.6 -1.2
C -0.335804 -0.154921 0.358969 2.0 1.8 3.0
C -1.711746 -0.568350 0.026226 -0.4 0.5 2.3
C -1.259494 0.867393 -0.167238 -1.7 2.4 -1.7
H 2.143685 0.403638 1.215801 -0.3 0.1 -1.3
H 3.144852 -0.324053 -0.107836 -2.3 0.2 0.3
H 2.265468 1.140779 -0.582614 -0.7 -1.1 1.8
H 0.730118 -0.475774 -1.352962 0.6 -0.4 2.9
H -0.136802 0.142423 1.498042 -0.5 -1.3 -2.4
H -2.366538 -0.814753 0.918231 0.6 0.2 -1.6
H -1.888287 -0.973268 -0.917300 -0.4 -1.4 -1.0
H -1.259199 1.253305 -1.283663 0.3 -1.0 2.4
H -1.711453 1.620526 0.520391 0.7 -0.5 -0.6
N 0.893329 -0.576896 -0.264664 0.3 0.1 -2.8
```
Forces are in eV/Å.

The value obtained for the HOMO energy is -8.448 eV. As for the energy relative to the best compared isomer or geometry (same formula, charge and spin): 52.7 kcal per mole. As for the gap between HOMO and LUMO: 9.675 eV. The calculation puts the LUMO energy at 1.227 eV. The structure (SMILES) is CNC1CC1.

Atom charges from the Mulliken analysis, given in e for atoms 1 to 2:
1 C -0.68
2 C -0.09

---

Record 5
C4H9N | wB97M-V/def2-TZVPD

XYZ file:
```
14
Properties=species:S:1:pos:R:3:forces:R:3
C 2.150150 -0.079430 0.683894 0.0 -2.0 1.2
N 0.955793 -0.186943 -0.154964 -0.5 -0.7 1.2
C -0.362896 0.263952 0.466908 1.4 -0.1 -2.1
C -2.257702 0.341514 -1.166910 -0.2 0.1 1.7
C -1.335393 -0.422271 -0.506517 -1.7 3.1 -1.1
H 2.661791 -1.124123 0.841113 -0.7 2.0 -0.3
H 1.954701 0.325648 1.714093 -0.2 -0.5 -0.9
H 2.818082 0.613165 0.236216 1.0 0.4 -0.4
H 0.917141 -1.084468 -0.682292 -0.2 1.1 1.1
H -0.697737 -0.008810 1.489669 1.1 -0.3 -0.1
H -0.193854 1.411967 0.422365 -1.4 -1.8 0.0
H -3.060478 0.018048 -1.887766 1.3 0.1 0.8
H -2.393207 1.403441 -0.735541 0.3 -1.6 -1.2
H -1.156390 -1.471690 -0.720269 -0.1 0.1 0.1
```
Forces are in eV/Å.

The value obtained for the HOMO energy is -8.590 eV. As for the energy relative to the best compared isomer or geometry (same formula, charge and spin): 47.9 kcal per mole. As for the gap between HOMO and LUMO: 9.802 eV. The calculation puts the LUMO energy at 1.211 eV. The structure (SMILES) is C=CCNC.

Atom charges from the Mulliken analysis, given in e for atoms 1 to 2:
1 C -0.80
2 N -0.34

---

Record 6
C4H9N | wB97M-V/def2-TZVPD

XYZ file:
```
14
Properties=species:S:1:pos:R:3:forces:R:3
N -0.266223 0.603390 0.107086 -0.3 0.1 0.3
C 0.771438 -0.313947 0.331858 -0.7 -0.4 0.3
C 0.398644 -1.609243 -0.407931 0.6 1.5 -0.6
C -0.748491 -1.322671 -1.172054 1.3 0.7 -0.5
C -1.100333 0.161077 -0.951057 0.2 -0.7 0.9
H 1.030363 4.454392 2.608332 -0.3 0.3 -0.1
H 0.903834 -0.573322 1.409107 0.2 0.0 -0.2
H 1.784655 0.012599 0.009973 0.3 -0.5 -0.4
H 1.514355 3.968411 2.857676 0.3 -0.3 0.1
H 0.970727 -2.518979 -0.277644 -0.4 -0.3 -0.3
H -0.869604 -1.749032 -0.048870 -0.8 -0.4 1.1
H -1.248212 -1.919927 -1.923386 0.1 -0.6 0.3
H -2.150122 0.134704 -0.617273 -0.2 0.5 -0.7
H -0.991032 0.672548 -1.925817 -0.3 0.0 -0.2
```
Forces are in eV/Å.

The value obtained for the HOMO energy is -6.002 eV. As for the energy relative to the best compared isomer or geometry (same formula, charge and spin): 144.1 kcal per mole. As for the gap between HOMO and LUMO: 5.812 eV. The calculation puts the LUMO energy at -0.189 eV.

Atom charges from the Mulliken analysis, given in e for atoms 1 to 2:
1 N -0.66
2 C -0.58

---

Record 7
C4H9N | wB97M-V/def2-TZVPD

XYZ file:
```
14
Properties=species:S:1:pos:R:3:forces:R:3
C 0.993810 0.737086 0.856128 0.7 -0.1 -0.3
C -1.371323 0.686570 0.394866 -0.4 -0.5 -0.1
C -0.797434 0.783917 -0.972276 0.0 0.2 -0.2
N 0.014494 0.064545 0.013037 -0.6 0.2 1.1
C 0.196110 -1.373376 -0.184374 -0.1 0.0 0.1
H 0.957008 0.381891 1.888248 -0.3 -0.2 -0.2
H 1.957962 0.513523 0.440452 0.9 0.1 -0.1
H 0.840442 1.811262 0.904343 -0.3 -0.1 -0.3
H -2.018704 -0.193622 0.444805 -0.3 0.0 -0.2
H -0.378607 1.726385 -1.317033 0.0 0.0 0.0
H -1.090066 0.123153 -1.789298 0.0 0.1 0.0
H -0.718283 -1.801007 -0.589937 0.0 0.1 0.0
H 1.019635 -1.606084 -0.860052 0.1 0.2 -0.1
H 0.394957 -1.854244 0.771090 0.0 0.1 0.1
```
Forces are in eV/Å.

The value obtained for the HOMO energy is -7.194 eV. As for the energy relative to the best compared isomer or geometry (same formula, charge and spin): 83.1 kcal per mole. As for the gap between HOMO and LUMO: 8.061 eV. The calculation puts the LUMO energy at 0.867 eV.

Atom charges from the Mulliken analysis, given in e for atoms 1 to 2:
1 C -0.99
2 C -0.57

---

Record 8
C4H9N | wB97M-V/def2-TZVPD

XYZ file:
```
14
Properties=species:S:1:pos:R:3:forces:R:3
C 0.689807 0.489728 -0.973650 -1.8 0.9 0.5
N 0.032055 1.345134 0.022408 -0.1 0.0 0.2
C -0.403749 0.483703 1.126778 -0.2 -0.3 -0.3
C -0.291518 -0.957524 0.589590 -0.6 -0.2 -0.3
C -0.224833 -0.741752 -0.938974 1.8 -0.7 0.3
H 0.714077 0.978700 -1.945924 0.3 0.0 0.0
H 1.644657 0.120215 -0.620054 0.7 0.1 -0.3
H 0.425347 2.219923 0.352908 0.4 -0.4 -0.5
H 0.205632 0.550099 2.026392 -0.1 0.4 0.2
H -1.449043 0.741094 1.315414 0.1 -0.2 0.5
H -1.136479 -1.566910 0.918918 -0.1 0.1 -0.2
H 0.581685 -1.492619 0.968742 0.2 0.3 -0.1
H 0.430548 -1.449331 -1.468936 -0.8 -0.7 0.2
H -1.218181 -0.720460 -1.373612 0.1 0.6 -0.3
```
Forces are in eV/Å.

The value obtained for the HOMO energy is -8.372 eV. As for the energy relative to the best compared isomer or geometry (same formula, charge and spin): 9.7 kcal per mole. As for the gap between HOMO and LUMO: 9.596 eV. The calculation puts the LUMO energy at 1.224 eV. The structure (SMILES) is C1CCNC1.

Atom charges from the Mulliken analysis, given in e for atoms 1 to 2:
1 C -0.50
2 N -0.40

---

Record 9
C4H9N | wB97M-V/def2-TZVPD

XYZ file:
```
14
Properties=species:S:1:pos:R:3:forces:R:3
C -5.026961 1.039140 0.640919 -1.6 0.1 1.0
C -5.824451 0.504441 -0.274645 0.8 0.4 -0.4
H -4.281640 1.805424 0.514039 0.5 -0.4 -0.5
H -5.360491 0.891726 1.666884 0.4 0.1 0.1
H -5.579991 0.616692 -1.320724 -0.3 0.0 -0.2
H -6.730930 -0.020212 -0.010257 0.2 -0.3 0.0
C 3.165056 -0.888236 -1.112688 -1.0 0.2 0.0
C 4.381446 -0.243238 0.770391 -0.3 0.1 0.2
N 3.249447 -0.288743 0.220647 0.5 0.1 -0.4
H 3.359225 -1.949273 -1.084155 0.2 -0.4 0.1
H 3.774668 -0.444267 -1.902642 0.3 0.2 0.4
H 2.124517 -0.755381 -1.413642 0.1 -0.2 -0.2
H 4.435706 0.234725 1.746973 0.2 -0.1 0.0
H 5.297002 -0.666821 0.346723 0.0 0.1 -0.1
```
Forces are in eV/Å.

The value obtained for the HOMO energy is -9.709 eV. As for the energy relative to the best compared isomer or geometry (same formula, charge and spin): 46.0 kcal per mole. As for the gap between HOMO and LUMO: 10.950 eV. The calculation puts the LUMO energy at 1.240 eV. The structure (SMILES) is C=NC.C=C.

Atom charges from the Mulliken analysis, given in e for atoms 1 to 2:
1 C -0.49
2 C -0.42

---

Record 10
C4H9N | wB97M-V/def2-TZVPD

XYZ file:
```
14
Properties=species:S:1:pos:R:3:forces:R:3
C 1.853931 0.288494 -0.039272 1.1 -2.4 -1.3
C -0.434442 -0.296915 0.654988 -0.2 0.4 -1.9
C -1.600843 -0.526842 -0.249030 -0.1 -3.2 -1.8
C -1.147212 0.883514 -0.008927 -0.1 1.4 0.2
H 1.890346 0.944785 0.924278 0.2 -1.2 -2.0
H 2.727134 -0.593939 -0.088404 -1.1 3.5 -0.1
H 1.768199 0.989986 -1.122779 0.2 -2.0 3.3
H 0.682140 -1.508369 -0.652484 0.6 2.4 2.2
H -0.648203 -0.315075 1.709540 0.3 -0.3 0.4
H -2.456721 -1.256945 0.129268 1.3 2.4 -0.9
H -1.115390 -0.937177 -1.321216 -1.8 1.1 2.8
H -0.771794 1.537971 -0.845582 -0.1 -1.4 0.7
H -1.559099 1.568942 0.742682 -0.5 -0.6 -0.3
N 0.811958 -0.778435 0.166936 0.1 -0.2 -1.3
```
Forces are in eV/Å.

The value obtained for the HOMO energy is -8.496 eV. As for the energy relative to the best compared isomer or geometry (same formula, charge and spin): 81.2 kcal per mole. As for the gap between HOMO and LUMO: 9.687 eV. The calculation puts the LUMO energy at 1.190 eV. The structure (SMILES) is CNC1CC1.

Atom charges from the Mulliken analysis, given in e for atoms 1 to 2:
1 C -0.67
2 C -0.15

---

Record 11
C4H9N | wB97M-V/def2-TZVPD

XYZ file:
```
14
Properties=species:S:1:pos:R:3:forces:R:3
C -0.229865 1.421085 0.754932 -0.7 1.6 -1.2
C 0.086686 0.548395 -0.470829 0.3 1.5 -0.6
C -0.795776 -0.669844 -0.592475 -0.6 -1.0 -0.2
C 0.419804 -1.487692 -0.124145 0.4 -0.8 -0.5
H -0.431314 0.872801 1.669022 0.3 -0.2 0.1
H -1.149857 2.064049 0.562081 0.9 -0.9 0.1
H 0.565539 2.178554 0.871105 -0.1 -0.5 0.3
H 0.121441 1.192484 -1.409367 0.0 -0.6 1.2
H -1.609584 -0.727815 0.119542 -0.3 0.2 0.1
H -1.215020 -0.909535 -1.584353 0.5 0.1 0.3
H 0.741451 -2.307733 -0.793436 -0.3 0.1 0.6
H 0.304180 -1.827699 0.912990 0.2 -0.1 -0.2
H 1.900749 -0.028230 0.412284 0.3 -0.1 0.5
N 1.291566 -0.318818 -0.327351 -0.8 0.7 -0.5
```
Forces are in eV/Å.

The value obtained for the HOMO energy is -8.762 eV. As for the energy relative to the best compared isomer or geometry (same formula, charge and spin): 21.2 kcal per mole. As for the gap between HOMO and LUMO: 9.960 eV. The calculation puts the LUMO energy at 1.198 eV. The structure (SMILES) is C[C@@H]1CCN1.

Atom charges from the Mulliken analysis, given in e for atoms 1 to 2:
1 C -1.33
2 C 0.43

---

Record 12
C4H9N | wB97M-V/def2-TZVPD

XYZ file:
```
14
Properties=species:S:1:pos:R:3:forces:R:3
C 1.591080 0.640520 0.965759 0.1 -0.3 -2.1
C -0.548455 -0.283213 0.181472 -0.9 1.4 -0.9
C -0.328838 -0.945610 -1.128594 1.9 1.4 -0.2
C -1.479668 0.005347 -1.044131 -0.9 -1.9 0.6
H 2.058930 1.421544 0.370406 1.1 -0.6 -0.2
H 1.613259 0.911683 1.939297 1.6 0.6 3.3
H 1.896208 -0.400846 0.825654 0.5 0.3 -0.2
H -0.247158 1.074336 1.631674 0.3 -0.3 -1.4
H -0.952968 -0.864403 0.956707 -0.7 -1.2 0.6
H -0.541702 -1.930989 -1.084304 -1.3 -3.1 0.3
H 0.620230 -0.982622 -1.697295 -0.6 1.4 0.1
H -1.340189 0.938034 -1.486146 0.3 1.5 -0.5
H -2.552483 -0.385617 -1.167421 1.9 0.4 0.5
N 0.211756 0.801836 0.736923 -3.3 0.4 -0.1
```
Forces are in eV/Å.

The value obtained for the HOMO energy is -8.294 eV. As for the energy relative to the best compared isomer or geometry (same formula, charge and spin): 53.1 kcal per mole. As for the gap between HOMO and LUMO: 9.491 eV. The calculation puts the LUMO energy at 1.197 eV. The structure (SMILES) is CNC1CC1.

Atom charges from the Mulliken analysis, given in e for atoms 1 to 2:
1 C -0.84
2 C -0.15